Record 1
Density functional theory data (the ωB97M-V functional and the def2-TZVPD basis) for a structure of composition C52H61N4OP2PdS2.

HOMO-LUMO gap (spin up / spin down)	7.607 / 6.541	eV
calculated total energy	-3919.157815	a.u.
energy above the lowest of the compared OMol25 structures with the same formula, charge and spin	0.00	kJ/mol

```
! RIJCOSX wB97M-V def2-TZVPD def2/J DEFGRID3
* xyz 1 5
Pd -0.16127 0.52923 -0.25529
C 5.91291 -4.16730 1.52963
S 5.08775 -4.56914 3.07664
C 4.34349 -2.96916 3.43893
C 3.20752 -2.60333 2.49471
C 2.65352 -1.22072 2.79086
N 1.69053 -0.74884 1.78199
P 0.22689 0.04677 2.11689
C -0.89095 -1.12702 2.89456
C -0.59371 -2.47616 3.02179
C -1.53736 -3.35579 3.54151
C -2.77808 -2.88497 3.93612
C -3.08320 -1.53331 3.80590
C -2.14753 -0.65827 3.28516
C 0.54881 1.30226 3.36458
C 0.49493 1.06497 4.73510
C 0.80973 2.08062 5.62472
C 1.17324 3.33399 5.15293
C 1.21155 3.58360 3.78697
C 0.89434 2.57084 2.89713
P 2.11802 -0.38317 0.17177
C 3.79640 0.27061 0.31532
C 3.92348 1.58947 0.75098
C 5.17265 2.12413 1.02016
C 6.30810 1.34467 0.84548
C 6.19267 0.03254 0.41120
C 4.94102 -0.50747 0.15224
C 2.24041 -1.91348 -0.79016
C 2.94213 -1.92734 -1.99386
C 2.88592 -3.03879 -2.82207
C 2.12216 -4.13919 -2.46071
C 1.40261 -4.11981 -1.27316
C 1.45524 -3.01001 -0.44523
H 6.47770 -5.04755 1.22886
H 6.61198 -3.34152 1.66240
H 5.21189 -3.93357 0.72843
H 5.12375 -2.20269 3.40681
H 3.99704 -3.01706 4.47288
H 2.42727 -3.36445 2.55419
H 3.57784 -2.63549 1.46789
H 3.48005 -0.50204 2.83882
H 2.15822 -1.19101 3.76649
H 0.36866 -2.84993 2.70535
H -1.29623 -4.40543 3.64105
H -3.50808 -3.56782 4.34914
H -4.05209 -1.16310 4.11064
H -2.40158 0.39066 3.17509
H 0.19770 0.09208 5.10875
H 0.76764 1.89474 6.68919
H 1.41411 4.12373 5.85109
H 1.46922 4.56719 3.41910
H 0.88508 2.77316 1.83123
H 3.03804 2.20008 0.88609
H 5.26094 3.14694 1.35961
H 7.28506 1.76214 1.04780
H 7.07731 -0.57485 0.27533
H 4.86149 -1.53452 -0.17720
H 3.53349 -1.07106 -2.29613
H 3.44111 -3.04146 -3.75019
H 2.08215 -5.00742 -3.10358
H 0.79447 -4.96802 -0.99136
H 0.87171 -3.00007 0.47012
C -6.03774 -0.69309 1.68927
C -5.67658 -1.14514 0.28731
N -4.26440 -1.53017 0.17405
C -3.98230 -2.95166 0.36185
C -4.05100 -3.73566 -0.93649
C -3.32798 -0.61113 -0.08333
S -1.74668 -1.24426 -0.42975
N -3.78415 0.64462 -0.14754
C -3.03066 1.73431 -0.13394
O -1.79246 1.81988 0.08320
C -3.75716 3.02640 -0.32409
C -3.04287 4.21868 -0.37960
C -3.70571 5.41989 -0.56674
C -5.08835 5.43773 -0.69429
C -5.80749 4.25233 -0.63069
C -5.14371 3.05027 -0.44682
H -7.10336 -0.47359 1.75316
H -5.48365 0.20738 1.95152
H -5.81439 -1.46809 2.42359
H -5.87439 -0.36002 -0.43947
H -6.25491 -2.02403 -0.00208
H -4.72131 -3.31333 1.08025
H -3.00687 -3.05634 0.83622
H -5.04546 -3.68863 -1.38041
H -3.81361 -4.78321 -0.75468
H -3.33354 -3.34341 -1.65667
H -1.96834 4.19134 -0.26806
H -3.14714 6.34451 -0.61163
H -5.60620 6.37594 -0.83937
H -6.88451 4.26416 -0.72388
H -5.68967 2.11934 -0.39520
C -2.70538 0.04591 -3.61055
C -1.50226 -0.39850 -4.44006
C -0.75067 -1.59577 -3.85450
C -0.59166 0.76820 -4.72463
C -0.43298 1.22868 -6.01446
C 0.36604 2.33071 -6.30298
C 1.02669 3.00579 -5.28098
C 0.92143 2.60914 -3.96403
C 1.71382 3.33274 -2.90430
C 0.89011 3.81153 -1.71297
C 2.90729 2.48831 -2.46200
C 0.10392 1.46342 -3.67324
N 0.00102 1.04071 -2.43242
H -3.39790 -0.78786 -3.48081
H -3.23932 0.85544 -4.10982
H -2.41498 0.39173 -2.61884
H -1.88590 -0.70983 -5.41629
H -0.24105 -1.35875 -2.91998
H -0.00027 -1.95805 -4.55821
H -1.44354 -2.41275 -3.64720
H -0.95367 0.71775 -6.81398
H 0.47326 2.66756 -7.32465
H 1.64075 3.86538 -5.51726
H 2.10205 4.22596 -3.40234
H 0.55504 2.98583 -1.07304
H 0.00021 4.35582 -2.02939
H 1.49592 4.48179 -1.10072
H 2.57404 1.53564 -2.04106
H 3.48426 3.00564 -1.69596
H 3.57051 2.27074 -3.29979
*
```

Record 2
Density functional theory data (the ωB97M-V functional and the def2-TZVPD basis) for a structure of composition C12H30F6N2O4PSr in a non-equilibrium geometry.

HOMO-LUMO gap	7.592	eV
calculated total energy	-1856.772818	a.u.
energy above the lowest of the compared OMol25 structures with the same formula, charge and spin	707.74	kJ/mol

```
! RIJCOSX wB97M-V def2-TZVPD def2/J DEFGRID3
* xyz 1 1
Sr 0.09957 0.38591 0.40175
P 0.82256 -5.04100 -1.03830
F 1.34780 -3.65129 -0.32940
F -0.59955 -4.63464 -0.31853
F 0.32467 -4.25047 -2.34514
F 0.09055 -6.46627 -1.35562
F 2.29756 -5.26059 -1.77205
F 1.21392 -5.68671 0.44213
C -3.70708 -0.55380 -2.29079
O -2.95752 0.47414 -1.66299
C -3.57938 1.69292 -1.85907
C -2.86070 2.99062 -1.32600
N -1.41638 3.10265 -1.34307
C -0.98256 3.40985 -2.74965
C -0.86623 2.15349 -3.66365
O -0.04139 1.22115 -2.97575
C 0.75596 0.43899 -3.89284
H -3.25735 -1.51094 -2.02673
H -3.75937 -0.50291 -3.37834
H -4.76221 -0.68648 -2.05166
H -4.54752 1.76349 -1.36325
H -3.71383 1.93910 -2.91236
H -3.02991 3.14397 -0.26019
H -3.26506 3.84219 -1.87320
H -1.17012 3.99012 -0.92852
H 0.01042 3.85939 -2.74978
H -1.68390 4.04743 -3.28791
H -0.47692 2.43375 -4.64242
H -1.81097 1.65478 -3.88008
H 1.32976 1.21053 -4.40624
H 0.20127 -0.07858 -4.67549
H 1.52172 -0.12953 -3.36512
C -2.12335 -0.66544 3.07682
O -0.69416 -0.70697 3.00996
C -0.25523 -0.99431 4.33454
C 1.27299 -1.46980 4.31216
N 1.97816 -0.37705 3.70357
C 3.39510 -0.67772 3.38993
C 3.96039 0.52673 2.48024
O 3.08174 0.73443 1.31895
C 3.71841 1.47200 0.30251
H -2.58556 0.29477 2.84779
H -2.63421 -0.87827 4.01587
H -2.45650 -1.24896 2.21854
H -0.78434 -1.90010 4.63066
H -0.52139 -0.18735 5.01723
H 1.54465 -2.22559 3.57523
H 1.72443 -1.79510 5.24945
H 1.90306 0.43512 4.29928
H 3.46512 -1.64532 2.89299
H 4.01432 -0.76541 4.28267
H 4.94907 0.21148 2.14673
H 3.95876 1.51447 2.94117
H 4.39081 2.27608 0.60156
H 2.96079 1.93306 -0.33116
H 4.20886 0.83826 -0.43636
*
```

Record 3
Density functional theory data (the ωB97M-V functional and the def2-TZVPD basis) for a structure of composition C2HLi2O3.

HOMO-LUMO gap	8.070	eV
calculated total energy	-317.420996	a.u.
energy above the lowest of the compared OMol25 structures with the same formula, charge and spin	133.40	kJ/mol

```
! RIJCOSX wB97M-V def2-TZVPD def2/J DEFGRID3
* xyz 1 1
O -1.18939 0.82124 -0.13695
C -2.02534 -0.10098 0.01090
O 1.66962 0.78623 0.16563
C 1.22625 -0.28647 0.15142
O 0.84921 -1.37791 0.04072
Li -0.04391 2.21158 -0.12431
H -3.06381 0.32359 0.14655
Li -1.18433 -2.03066 -0.15913
*
```